# 1
ORCA calculation (the ωB97M-V functional and the def2-TZVPD basis) on a cluster of 3 separate species, C55H69BI2NO7 in total at a distorted geometry.

Geometry as XYZ:
```
135
Properties=species:S:1:pos:R:3:mulliken_charge:R:1
C 5.141 4.055 0.237 -0.74
C 6.438 4.112 -0.600 -0.56
C 7.629 3.396 0.083 -0.97
C 7.260 1.921 0.411 0.83
C 7.031 1.671 1.925 -0.91
C 7.867 0.506 2.495 -0.57
C 7.436 0.129 3.939 -1.09
C 6.314 -0.928 3.973 -0.41
C 6.782 -2.378 3.655 -0.81
C 5.625 -3.254 3.112 -1.03
C 5.503 -3.347 1.549 -0.29
C 6.163 -2.197 0.767 0.22
C 5.602 -2.051 -0.685 -0.64
C 4.757 -0.763 -0.822 -0.87
C 3.552 -0.890 -1.779 1.74
C 2.688 -2.158 -1.594 -1.60
I 2.605 -3.626 -3.175 0.01
C 1.993 -2.404 -0.521 0.66
C 1.149 -3.649 -0.278 -1.60
I 1.932 -1.005 1.104 -0.07
C 4.233 -0.684 -3.214 -0.75
O 3.990 0.676 -3.562 -0.85
B 2.634 0.944 -3.090 0.92
C 1.372 0.251 -3.899 -0.16
C 1.134 0.781 -5.335 -0.69
C 2.282 0.493 -6.325 -0.72
C 2.421 -1.002 -6.660 -0.23
N 1.398 -1.415 -7.648 -0.67
C 2.283 2.487 -2.562 -1.01
O 1.623 2.378 -1.292 0.36
C 1.145 3.606 -0.830 -0.58
C 0.395 3.315 0.498 0.43
C -0.821 4.225 0.728 -1.37
O 2.650 0.163 -1.782 0.00
H 5.411 4.247 1.288 0.36
H 4.704 3.047 0.217 0.04
H 4.378 4.754 -0.117 0.29
H 6.254 3.662 -1.587 0.22
H 6.680 5.170 -0.790 0.46
H 7.853 3.969 0.996 0.34
H 8.510 3.479 -0.567 0.25
H 6.332 1.726 -0.136 -1.11
H 8.004 1.217 0.011 0.71
H 7.313 2.577 2.479 0.64
H 5.965 1.490 2.136 0.26
H 8.904 0.876 2.578 0.43
H 7.879 -0.359 1.826 0.30
H 8.330 -0.217 4.475 0.37
H 7.036 1.034 4.419 0.39
H 5.919 -0.927 5.002 0.46
H 5.470 -0.673 3.318 0.17
H 7.138 -2.845 4.586 0.47
H 7.655 -2.318 2.993 0.40
H 4.652 -2.927 3.504 0.33
H 5.776 -4.266 3.517 0.43
H 5.896 -4.331 1.256 0.37
H 4.427 -3.350 1.314 -0.21
H 7.236 -2.430 0.710 0.57
H 6.004 -1.254 1.295 -0.63
H 5.061 -2.978 -0.911 0.36
H 6.475 -1.949 -1.345 0.41
H 4.464 -0.451 0.188 0.19
H 5.366 0.057 -1.219 0.45
H 1.573 -4.546 -0.732 0.53
H 0.117 -3.439 -0.584 0.28
H 1.158 -3.817 0.808 0.39
H 3.834 -1.263 -4.065 -0.01
H 5.328 -0.782 -3.281 0.24
H 1.427 -0.848 -3.860 0.20
H 0.475 0.529 -3.314 -0.14
H 0.241 0.253 -5.733 0.34
H 0.869 1.848 -5.369 0.24
H 3.237 0.929 -6.010 0.31
H 2.027 0.979 -7.284 0.46
H 2.428 -1.635 -5.760 0.06
H 3.386 -1.110 -7.180 0.23
H 0.469 -1.222 -7.286 0.25
H 1.518 -2.411 -7.803 0.23
H 3.177 3.139 -2.525 0.18
H 1.528 2.907 -3.263 0.20
H 0.433 4.086 -1.528 0.27
H 1.975 4.299 -0.589 0.00
H 0.012 2.288 0.391 -0.23
H 1.072 3.288 1.361 0.31
H -1.476 4.300 -0.148 0.35
H -0.539 5.233 1.065 0.32
H -1.442 3.811 1.538 0.37
C -1.896 -0.973 0.382 -0.22
C -2.201 -1.455 1.650 -1.07
C -3.392 -2.127 1.871 -0.57
C -4.290 -2.311 0.826 0.21
C -3.994 -1.806 -0.444 0.36
C -2.789 -1.147 -0.664 -1.21
C -4.964 -1.951 -1.562 0.42
O -4.713 -1.519 -2.668 -0.67
C -6.261 -2.633 -1.293 0.28
C -7.205 -2.729 -2.308 -0.54
C -8.410 -3.372 -2.075 -0.45
C -8.674 -3.930 -0.828 -0.63
C -7.738 -3.832 0.188 -0.54
C -6.534 -3.176 -0.038 0.30
C -5.553 -3.048 1.073 0.86
O -5.791 -3.535 2.164 -0.69
H -0.959 -0.456 0.212 0.73
H -1.505 -1.306 2.466 0.48
H -3.625 -2.506 2.858 0.52
H -2.550 -0.766 -1.649 0.61
H -7.000 -2.298 -3.279 0.48
H -9.147 -3.440 -2.866 0.40
H -9.614 -4.437 -0.649 0.40
H -7.946 -4.262 1.160 0.46
C -9.234 -2.226 3.824 -0.53
C -7.867 -2.000 3.693 -0.49
C -7.403 -0.745 3.334 -0.66
C -8.304 0.286 3.093 0.29
C -9.677 0.052 3.202 0.28
C -10.137 -1.204 3.579 -0.71
C -10.657 1.128 2.900 0.63
O -11.852 0.928 2.998 -0.68
C -10.144 2.456 2.467 0.18
C -11.045 3.459 2.126 -0.53
C -10.580 4.703 1.734 -0.46
C -9.212 4.956 1.689 -0.47
C -8.310 3.959 2.022 -0.53
C -8.772 2.705 2.403 0.18
C -7.790 1.633 2.725 0.49
O -6.597 1.852 2.682 -0.68
H -9.595 -3.206 4.113 0.44
H -7.165 -2.801 3.872 0.48
H -6.339 -0.569 3.237 0.58
H -11.200 -1.384 3.676 0.47
H -12.109 3.265 2.164 0.46
H -11.284 5.481 1.464 0.39
H -8.851 5.931 1.388 0.40
H -7.247 4.154 1.982 0.49
```

Calculated values
LUMO energy: 0.265 eV
Kohn-Sham gap: 0.1823 Ha
HOMO: -0.1726 Ha
F_max: 0.0503 hartree/bohr
Total charge: -1
ΔE to the lowest compared entry with this formula, charge and spin: 0.474 eV
Multiplicity: 1

# 2
ORCA calculation (the ωB97M-V functional and the def2-TZVPD basis) on a structure of composition C18H14F10N3ORu.

Geometry as XYZ:
```
47
Properties=species:S:1:pos:R:3:mulliken_charge:R:1
Ru -0.744 -0.193 -0.293 0.61
C -3.642 0.251 0.433 -1.14
N -2.266 0.262 1.003 0.76
C -1.991 1.662 1.490 -0.82
C -0.512 1.976 1.426 -0.75
N -0.006 1.445 0.150 0.33
C 0.728 2.158 -0.803 -0.50
C 0.836 3.538 -0.929 0.61
F 0.180 4.360 -0.103 -0.31
C 1.612 4.107 -1.930 0.02
F 1.696 5.425 -2.013 -0.27
C 2.277 3.316 -2.848 0.81
F 3.000 3.867 -3.808 -0.28
C 2.159 1.934 -2.770 -0.36
F 2.760 1.153 -3.653 -0.27
C 1.396 1.400 -1.761 0.54
F 1.223 0.047 -1.691 0.06
C -2.224 -0.795 2.063 -1.21
C -0.813 -1.244 2.352 -0.74
N -0.127 -1.344 1.056 0.11
C 1.053 -2.104 0.961 -0.23
C 1.911 -2.382 2.024 0.95
F 1.673 -1.883 3.243 -0.30
C 3.052 -3.149 1.861 0.03
F 3.840 -3.375 2.902 -0.27
C 3.385 -3.657 0.618 0.74
F 4.482 -4.377 0.459 -0.27
C 2.558 -3.392 -0.461 -0.15
F 2.845 -3.871 -1.663 -0.28
C 1.425 -2.630 -0.274 0.03
F 0.619 -2.412 -1.331 -0.27
H -4.346 0.487 1.234 0.39
H -3.716 0.981 -0.365 0.38
H -3.861 -0.731 0.027 0.33
H -2.521 2.330 0.815 0.47
H -2.399 1.783 2.495 0.27
H -0.338 3.042 1.530 0.60
H 0.033 1.474 2.226 0.13
H -2.757 -0.451 2.951 0.31
H -2.768 -1.643 1.646 0.45
H -0.288 -0.552 3.010 0.39
H -0.845 -2.209 2.859 0.61
C -1.693 -0.955 -2.877 -0.70
O -1.969 -0.238 -1.674 -0.65
H -0.635 -0.914 -3.149 0.26
H -2.280 -0.499 -3.674 0.26
H -1.999 -1.995 -2.766 0.31
```

Calculated values
LUMO energy: -4.342 eV
Kohn-Sham gap: 0.2690 Ha
HOMO: -0.4285 Ha
F_max: 0.0135 hartree/bohr
Total charge: +1
ΔE to the lowest compared entry with this formula, charge and spin: 0.000 eV
Multiplicity: 1

# 3
ORCA calculation (the ωB97M-V functional and the def2-TZVPD basis) on the molecule C4H4OS2 at a distorted geometry.

Geometry as XYZ:
```
11
Properties=species:S:1:pos:R:3:mulliken_charge:R:1
C -0.759 0.959 0.330 -0.13
C 0.352 1.299 -0.545 -0.76
C -0.805 -0.514 0.606 -0.07
C 1.237 -0.990 -0.340 -0.01
O -0.023 -1.359 -0.166 -0.22
S -2.263 0.200 -0.210 -0.14
S 1.894 0.433 0.114 -0.12
H -0.739 1.617 1.133 0.44
H 0.334 0.892 -1.521 0.36
H -1.033 -0.915 1.703 0.33
H 1.804 -1.620 -1.103 0.33
```

Calculated values
LUMO energy (spin up / spin down): -0.674 / -0.380 eV
Kohn-Sham gap (spin up / spin down): 0.2524 / 0.2866 Ha
HOMO (spin up / spin down): -0.2771 / -0.3006 Ha
F_max: 0.0702 hartree/bohr
Total charge: 0
ΔE to the lowest compared entry with this formula, charge and spin: 4.347 eV
Multiplicity: 1

# 4
ORCA calculation (the ωB97M-V functional and the def2-TZVPD basis) on the molecule C22H25ClN2O6S at a distorted geometry.

Geometry as XYZ:
```
57
Properties=species:S:1:pos:R:3:mulliken_charge:R:1
O 1.842 -0.602 2.230 -0.62
C 1.774 -1.718 1.762 0.74
N 0.679 -2.489 1.758 0.17
H 0.692 -3.379 1.275 0.18
C -0.564 -2.108 2.400 -1.07
C -1.762 -2.307 1.509 0.25
C -2.614 -1.240 1.245 -0.43
C -3.721 -1.394 0.428 -0.64
C -3.998 -2.626 -0.140 -0.53
C -3.180 -3.708 0.131 -0.65
C -2.079 -3.545 0.957 0.67
Cl -1.121 -4.946 1.315 -0.25
H -3.395 -4.679 -0.286 0.44
H -4.856 -2.753 -0.783 0.40
H -4.370 -0.552 0.237 0.43
H -2.399 -0.285 1.702 0.68
H -0.479 -1.056 2.684 0.45
H -0.689 -2.714 3.307 0.29
C 3.003 -2.398 1.116 -1.03
H 2.987 -3.477 1.302 0.40
H 3.907 -1.946 1.525 0.40
O 3.059 -2.149 -0.285 -0.26
C 2.233 -2.834 -1.072 0.57
O 1.503 -3.711 -0.684 -0.63
C 2.328 -2.386 -2.515 -0.52
H 1.383 -2.646 -2.994 0.35
H 3.111 -2.974 -2.999 0.42
C 2.643 -0.890 -2.648 -1.22
C 1.913 -0.063 -1.622 0.44
C 2.600 0.878 -0.862 -1.01
C 1.956 1.594 0.132 -0.85
C 0.616 1.365 0.367 0.99
C -0.089 0.444 -0.382 -0.84
C 0.558 -0.266 -1.377 -0.55
H 0.003 -0.993 -1.951 0.42
H -1.130 0.264 -0.165 0.78
S -0.221 2.284 1.656 1.34
O 0.742 2.857 2.542 -0.79
O -1.278 1.465 2.181 -0.73
N -0.974 3.572 0.912 0.00
C -2.141 3.343 0.095 -0.67
H -2.590 2.406 0.424 0.34
C -1.781 3.302 -1.395 -0.14
H -2.683 3.305 -2.009 0.39
O -1.051 4.449 -1.775 -0.46
C 0.142 4.572 -1.029 -0.18
H 0.629 5.479 -1.391 0.38
C -0.158 4.677 0.470 -0.76
H 0.754 4.665 1.064 0.40
H -0.706 5.607 0.664 0.33
H 0.793 3.705 -1.223 0.12
H -1.191 2.400 -1.617 0.11
H -2.847 4.163 0.272 0.36
H 2.482 2.299 0.756 0.52
H 3.655 1.033 -1.034 0.36
H 3.714 -0.731 -2.526 0.34
H 2.366 -0.563 -3.654 0.38
```

Calculated values
LUMO energy: 0.506 eV
Kohn-Sham gap: 0.3445 Ha
HOMO: -0.3259 Ha
F_max: 0.0210 hartree/bohr
Total charge: 0
SMILES: O=C(COC(=O)CCc1ccc(S(=O)(=O)N2CCOCC2)cc1)NCc1ccccc1Cl
ΔE to the lowest compared entry with this formula, charge and spin: 0.192 eV
Multiplicity: 1